(1)
This record from the OMol25 dataset describes an isolated molecule of CN2O2 at a distorted geometry. The level of theory is wB97M-V/def2-TZVPD.

Properties
Frontier orbital gap = 9.10 eV
SMILES = O=C=NN=O
Energy relative to the best compared isomer or geometry (same formula, charge and spin) = 499.2 kJ/mol
F_max = 3.7 eV/A
Calculated total energy = -297.9859 Eh
Highest occupied orbital energy = -9.91 eV
LUMO level = -0.0297 Ha

Each line ends with the Löwdin charge.
Geometry (Å):
C  0.37609  0.87952  0.62064  -0.28
N  0.09004  -0.23779  0.20327  0.12
N  -0.63115  -0.73437  -0.87782  -0.09
O  0.76254  1.78768  1.20133  0.22
O  -0.65890  -1.87666  -1.24695  0.04


(2)
This record from the OMol25 dataset describes a structure of composition C44H46AuF6N8OPSSb2 at a distorted geometry. The level of theory is wB97M-V/def2-TZVPD.

Properties
Frontier orbital gap (alpha / beta) = 5.86 / 3.89 eV
<S²> = 0.787
Energy relative to the best compared isomer or geometry (same formula, charge and spin) = 0.0 kJ/mol
Charge = +3
Spin multiplicity = 2
F_max = 1.1 eV/A
Calculated total energy = -4171.7086 Eh
Highest occupied orbital energy (alpha / beta) = -14.19 / -14.19 eV
LUMO level (alpha / beta) = -0.3063 / -0.3787 Ha

Each line ends with the Löwdin spin population.
Geometry (Å):
Au  -0.31366  1.27891  0.73789  0.00
C  3.63421  5.31637  2.88548  0.00
N  2.60279  4.73628  2.04925  0.00
C  2.02573  3.52798  2.14008  0.00
N  1.04015  3.43848  1.27099  0.00
C  1.05123  4.65566  0.66318  0.00
N  1.97796  5.47176  1.11045  0.00
C  3.06672  6.11090  4.04296  0.01
C  3.81586  7.16203  4.59564  0.12
C  3.36332  7.88011  5.69926  0.00
C  2.14898  7.57081  6.27024  0.08
C  1.37429  6.53984  5.70036  0.06
C  1.84378  5.81289  4.58792  0.05
C  0.11999  6.22571  6.26286  0.09
N  -0.35912  6.56059  7.46756  0.16
N  -1.54556  6.01257  7.58824  0.12
C  -1.80295  5.35765  6.45092  0.13
O  -0.77343  5.46087  5.59021  -0.02
C  -2.99127  4.65921  6.09479  0.03
C  -3.86612  4.25335  7.11502  0.05
C  -5.02948  3.59456  6.77653  -0.01
C  -5.32965  3.35856  5.44007  0.07
C  -4.47461  3.77708  4.41548  0.00
C  -4.91374  3.61359  2.98123  0.00
N  -3.86947  3.13905  2.07162  0.00
C  -2.79508  2.37852  2.28438  0.00
N  -2.16513  2.19772  1.13136  0.00
C  -2.91672  2.89112  0.23056  0.00
N  -3.95696  3.46856  0.76840  0.00
C  -3.29791  4.42078  4.74533  0.05
H  4.24952  5.95925  2.25883  0.00
H  4.25794  4.49613  3.24440  0.00
H  2.37381  2.75214  2.80469  0.00
H  0.37428  4.93420  -0.12789  0.00
H  4.77636  7.41322  4.16121  0.01
H  3.96586  8.68068  6.10443  0.00
H  1.77296  8.11317  7.12713  0.00
H  1.22950  5.02288  4.17623  0.00
H  -3.61548  4.45717  8.14727  0.00
H  -5.71283  3.27075  7.54882  0.00
H  -6.25749  2.86030  5.18632  0.00
H  -5.23914  4.56888  2.56990  0.00
H  -5.75641  2.92593  2.91472  0.00
H  -2.50074  1.99162  3.24476  0.00
H  -2.67672  2.96647  -0.81641  0.00
H  -2.63163  4.78644  3.97310  0.00
C  -4.13058  -3.25720  -1.07894  0.00
C  -3.88966  -4.69762  -0.67294  0.00
Sb  -2.01531  -5.63628  -1.07022  0.00
C  -1.94369  -7.21388  0.35977  0.00
C  -3.14009  -8.12003  0.07307  0.00
C  -1.96359  -6.52016  -3.01742  0.00
C  -0.67442  -7.22139  -3.40672  0.00
H  -5.15698  -2.99176  -0.82484  0.00
H  -4.00849  -3.10484  -2.14841  0.00
H  -3.46360  -2.57831  -0.54942  0.00
H  -4.52600  -5.40266  -1.21968  0.00
H  -4.00226  -4.84626  0.40127  0.00
H  -1.97795  -6.74999  1.34400  0.00
H  -0.98737  -7.71332  0.24459  0.00
H  -4.10112  -7.61329  0.17262  0.00
H  -3.13137  -8.92715  0.80727  0.00
H  -3.08446  -8.59119  -0.90884  0.00
H  -2.25537  -5.73772  -3.71691  0.00
H  -2.80339  -7.21202  -2.88179  0.00
H  0.15184  -6.52534  -3.50840  0.00
H  -0.83544  -7.69336  -4.37679  0.00
H  -0.39682  -8.00440  -2.70124  0.00
F  -0.82809  -3.86056  -0.11399  0.00
P  0.84972  -4.44387  -0.43246  0.00
F  1.25771  -3.08439  -1.11380  0.00
F  1.34143  -3.98884  0.96772  0.00
F  0.02723  -4.85490  -1.87097  0.00
F  0.24592  -5.80248  0.21925  0.00
F  2.13025  -5.19209  -0.89785  0.00
S  1.63901  0.13191  0.34846  0.00
Sb  1.56752  -0.15495  -1.94616  0.00
C  0.11665  -0.97091  -3.24610  0.00
C  0.43088  -0.75897  -4.58550  0.00
C  -0.44140  -1.18859  -5.57451  0.00
C  -1.62628  -1.81890  -5.22288  0.00
C  -1.93532  -2.02214  -3.88456  0.00
C  -1.06318  -1.60576  -2.88607  0.00
C  3.48723  -0.76861  -2.56754  0.00
C  4.03457  -1.98816  -2.17966  0.00
C  5.31252  -2.32745  -2.59707  0.00
C  6.03973  -1.45819  -3.39935  0.00
C  5.48769  -0.24896  -3.79465  0.00
C  4.21096  0.10195  -3.37858  0.00
C  1.45563  1.87282  -2.53059  0.00
C  0.39922  2.36366  -3.28898  0.00
C  0.35194  3.71179  -3.62434  0.00
C  1.35728  4.56931  -3.20022  0.00
C  2.41332  4.08098  -2.43945  0.00
C  2.45875  2.73801  -2.09759  0.00
H  1.35234  -0.26369  -4.87362  0.00
H  -0.19670  -1.02545  -6.61534  0.00
H  -2.30782  -2.15303  -5.99377  0.00
H  -2.86961  -2.50424  -3.62914  0.00
H  -1.29138  -1.77658  -1.83944  0.00
H  3.48296  -2.67838  -1.55809  0.00
H  5.74198  -3.27263  -2.29336  0.00
H  7.04063  -1.72287  -3.71263  0.00
H  6.04988  0.42571  -4.42619  0.00
H  3.79253  1.04896  -3.69543  0.00
H  -0.38748  1.70543  -3.63920  0.00
H  -0.46175  4.08790  -4.23066  0.00
H  1.32168  5.61795  -3.46475  0.00
H  3.20345  4.74727  -2.11864  0.00
H  3.28604  2.36620  -1.50272  0.00